A 6-piece molecular cluster, C24H24F3N3 overall. Source: OMol25; level of theory: the ωB97M-V functional and the def2-TZVPD basis.

Bonds (Å) are listed after each position.
Geometry (Å):
1 F 0.92005 -3.21999 0.87516  C2 1.344
2 C 2.07335 -3.48738 0.23887  F1 1.344, C3 1.403, C7 1.391
3 C 3.21434 -2.74364 0.57728  C2 1.403, C4 1.432, H8 1.080
4 C 4.49852 -3.10020 0.05427  C3 1.432, C5 1.427, H9 1.080
5 C 4.66976 -4.29228 -0.71201  C4 1.427, C6 1.434, H10 1.080
6 C 3.48574 -5.06043 -0.96434  C5 1.434, C7 1.392, H11 1.080
7 C 2.22914 -4.60670 -0.57199  C2 1.391, C6 1.392, H12 1.080
8 H 3.12416 -1.90539 1.25227  C3 1.080
9 H 5.31601 -2.43817 0.29884  C4 1.080
10 H 5.61557 -4.50854 -1.18643  C5 1.080
11 H 3.62230 -5.96411 -1.53976  C6 1.080
12 H 1.31841 -5.17151 -0.70594  C7 1.080
13 F 4.60412 -0.05241 -2.47390  C14 1.371
14 C 5.05183 0.74850 -1.45485  F13 1.371, C15 1.393, C19 1.396
15 C 4.18179 1.09078 -0.42192  C14 1.393, C16 1.424, H20 1.080
16 C 4.64738 1.94342 0.61981  C15 1.424, C17 1.459, H21 1.080
17 C 5.99623 2.49009 0.51115  C16 1.459, C18 1.397, H22 1.080
18 C 6.81810 2.13235 -0.55985  C17 1.397, C19 1.391, H23 1.080
19 C 6.34769 1.26000 -1.53657  C14 1.396, C18 1.391, H24 1.080
20 H 3.17129 0.71257 -0.46929  C15 1.080
21 H 3.95298 2.23970 1.39210  C16 1.080
22 H 6.25763 3.13344 1.33829  C17 1.080
23 H 7.77094 2.61873 -0.70793  C18 1.080
24 H 6.94173 0.99554 -2.39887  C19 1.080
25 F -6.60196 3.41644 -1.52184  C26 1.414
26 C -5.59608 3.69973 -0.56919  F25 1.414, C27 1.404, C31 1.400
27 C -4.49091 2.83465 -0.61008  C26 1.404, C28 1.413, H32 1.080
28 C -3.42554 2.94144 0.31187  C27 1.413, C29 1.438, H33 1.080
29 C -3.57061 3.98062 1.29544  C28 1.438, C30 1.362, H34 1.080
30 C -4.67990 4.76716 1.36560  C29 1.362, C31 1.366, H35 1.080
31 C -5.69073 4.65099 0.45412  C26 1.400, C30 1.366, H36 1.080
32 H -4.56792 2.02706 -1.32302  C27 1.080
33 H -2.55340 2.31490 0.19689  C28 1.080
34 H -2.74368 4.19931 1.95480  C29 1.080
35 H -4.84136 5.50797 2.13471  C30 1.080
36 H -6.49449 5.36622 0.54801  C31 1.080
37 C 0.47435 -0.03698 0.00650  C38 1.457, H40 1.090, H41 1.090, H42 1.090
38 C -0.86156 -0.26048 0.54264  C37 1.457, N39 1.173
39 N -1.95878 -0.40573 0.93128  C38 1.173
40 H 0.53318 -0.39953 -1.01975  C37 1.090
41 H 1.18379 -0.54768 0.65764  C37 1.090
42 H 0.71443 1.02623 0.01244  C37 1.090
43 C -4.99942 -1.43595 2.71876  C44 1.506, H46 1.090, H47 1.090, H48 1.090
44 C -4.24439 -2.67443 2.31504  C43 1.506, N45 1.153
45 N -3.65643 -3.63399 2.06314  C44 1.153
46 H -5.15202 -1.30109 3.78956  C43 1.090
47 H -5.88712 -1.41985 2.08644  C43 1.090
48 H -4.35512 -0.61153 2.41330  C43 1.090
49 C -3.46936 -1.37259 -1.64242  C50 1.456, H52 1.090, H53 1.090, H54 1.090
50 C -4.11025 -0.72800 -2.77956  C49 1.456, N51 1.157
51 N -4.64597 -0.15910 -3.63291  C50 1.157
52 H -2.39503 -1.18843 -1.64277  C49 1.090
53 H -3.77262 -2.41471 -1.74295  C49 1.090
54 H -3.96992 -0.95685 -0.76794  C49 1.090

Results
- energy relative to the best compared isomer or geometry (same formula, charge and spin) (kcal per mole) = 5.33
- net charge = +1
- multiplicity = 2
- gap between HOMO and LUMO (spin up / spin down) (eV) = 5.8 / 1.6
- HOMO level (spin up / spin down) (Ha) = -0.3936 / -0.3936
- DFT total energy (eV) = -37888.318